Arrangement P

This record from the Open Molecules 2025 dataset describes one molecule with the formula C4H6ClF. The level of theory is ωB97M-V/def2-TZVPD.

LUMO in eV: 0.92
E_HOMO in eV: -9.955
Frontier orbital gap in eV: 10.872
Structure (SMILES): C=C(CF)CCl

```
12
C4H6ClF (ωB97M-V/def2-TZVPD)
C 1.32 0.80 -1.37
C 0.61 0.10 -0.47
C 0.43 0.79 0.94
F 1.38 1.81 1.23
C -0.12 -1.14 -0.75
Cl -1.72 -1.18 0.08
H 1.50 0.52 -2.39
H 1.88 1.60 -1.03
H -0.44 1.43 0.91
H 0.24 0.24 1.96
H 0.45 -1.94 -0.21
H -0.29 -1.48 -1.82
```

Arrangement Q

This record from the Open Molecules 2025 dataset describes one molecule with the formula C4H6ClF. The level of theory is ωB97M-V/def2-TZVPD.

LUMO in eV: 0.88
E_HOMO in eV: -9.647
Frontier orbital gap in eV: 10.524
Structure (SMILES): C/C(Cl)=C/CF

```
12
C4H6ClF (ωB97M-V/def2-TZVPD)
C -0.58 -0.86 2.09
C -0.30 -0.29 0.74
Cl -1.47 -0.75 -0.49
C 0.73 0.47 0.42
C 0.92 1.15 -0.87
F 2.24 1.06 -1.32
H -1.61 -0.52 2.41
H 0.07 -0.54 2.87
H -0.58 -1.92 1.95
H 1.51 0.57 1.12
H 0.29 0.65 -1.57
H 0.67 2.20 -0.94
```

Most stable to least stable, the ends of the list are arrangement Q and arrangement P.

Arrangement P

This record from the Open Molecules 2025 dataset describes one molecule with the formula C22H26N2O3S. The level of theory is ωB97M-V/def2-TZVPD.

LUMO in eV: 0.40
E_HOMO in eV: -8.799
Frontier orbital gap in eV: 9.197
Structure (SMILES): CCOCCCNC(=O)c1ccc([C@H]2SCC(=O)N2Cc2ccccc2)cc1

```
54
C22H26N2O3S (ωB97M-V/def2-TZVPD)
C 4.04 2.88 -0.29
C 4.85 1.82 0.44
O 5.29 0.77 -0.41
C 4.36 -0.25 -0.67
C 4.26 -1.27 0.47
C 3.52 -2.55 0.05
N 2.13 -2.31 -0.25
C 1.14 -2.55 0.65
O 1.35 -3.05 1.74
C -0.22 -2.15 0.20
C -1.11 -1.66 1.16
C -2.35 -1.20 0.79
C -2.74 -1.23 -0.55
C -4.06 -0.63 -0.96
S -5.48 -1.67 -0.40
C -5.89 -0.51 0.92
C -5.15 0.79 0.64
O -5.34 1.81 1.26
N -4.29 0.66 -0.39
C -3.50 1.79 -0.85
C -2.07 1.69 -0.36
C -1.79 1.91 0.98
C -0.50 1.75 1.45
C 0.52 1.37 0.59
C 0.24 1.18 -0.75
C -1.05 1.34 -1.23
C -1.89 -1.78 -1.49
C -0.64 -2.23 -1.13
H 3.10 2.48 -0.67
H 4.61 3.27 -1.13
H 3.80 3.70 0.39
H 4.28 1.42 1.29
H 5.77 2.27 0.83
H 4.72 -0.74 -1.57
H 3.37 0.18 -0.88
H 5.28 -1.54 0.76
H 3.76 -0.84 1.33
H 3.54 -3.26 0.87
H 4.00 -2.99 -0.83
H 1.91 -1.80 -1.09
H -0.79 -1.64 2.19
H -3.02 -0.80 1.54
H -4.12 -0.59 -2.06
H -6.97 -0.33 0.92
H -5.60 -0.91 1.90
H -3.54 1.82 -1.94
H -3.98 2.68 -0.43
H -2.58 2.20 1.65
H -0.28 1.91 2.50
H 1.52 1.24 0.97
H 1.03 0.90 -1.44
H -1.26 1.18 -2.28
H -2.20 -1.84 -2.52
H 0.01 -2.67 -1.88
```

Arrangement Q

This record from the Open Molecules 2025 dataset describes one molecule with the formula C22H26N2O3S. The level of theory is ωB97M-V/def2-TZVPD.

LUMO in eV: 0.40
E_HOMO in eV: -8.520
Frontier orbital gap in eV: 8.917

```
54
C22H26N2O3S (ωB97M-V/def2-TZVPD)
C 1.14 3.62 2.92
C 1.76 3.11 1.65
C 3.10 3.37 1.38
C 3.68 2.97 0.20
C 2.91 2.32 -0.76
C 1.58 2.04 -0.53
C 1.01 2.41 0.70
N -0.35 2.09 0.93
C -0.81 1.42 2.00
O -0.15 1.05 2.94
C -2.32 1.15 2.02
H -2.46 0.14 2.40
H -2.76 1.84 2.75
S -3.34 1.39 0.49
O -2.43 1.31 -0.68
C -4.18 -0.25 0.52
C -3.23 -1.45 0.54
O -3.31 -2.29 1.41
N -2.37 -1.47 -0.49
H -2.28 -0.63 -1.05
C -1.43 -2.54 -0.73
C -0.01 -2.09 -0.44
C 1.03 -2.28 -1.34
C 2.30 -1.80 -1.02
C 2.54 -1.15 0.17
C 1.50 -0.99 1.08
C 0.25 -1.46 0.77
H -0.55 -1.36 1.49
H 1.67 -0.49 2.03
H 3.52 -0.77 0.40
H 3.11 -1.95 -1.72
C 0.82 -3.01 -2.64
C -0.42 -3.89 -2.58
C -1.61 -3.05 -2.16
H -1.70 -2.19 -2.83
H -2.54 -3.62 -2.23
H -0.60 -4.35 -3.56
H -0.26 -4.70 -1.86
H 0.70 -2.27 -3.44
H 1.70 -3.60 -2.87
H -1.69 -3.34 -0.01
H -4.80 -0.28 -0.38
H -4.83 -0.28 1.40
H -0.93 2.09 0.09
C 0.75 1.36 -1.58
H -0.04 2.02 -1.94
H 1.37 1.07 -2.42
H 0.28 0.46 -1.18
H 3.36 2.03 -1.70
H 4.72 3.17 0.01
H 3.68 3.90 2.12
H 1.77 4.37 3.37
H 0.16 4.05 2.72
H 1.00 2.80 3.62
```

Most stable to least stable, the ends of the list are arrangement Q and arrangement P.